Entry 1:
{
  "formula": "C9H4Br2NOPdS3Sb",
  "method": "ωB97M-V/def2-TZVPD",
  "charge": -1,
  "s_squared": 0.762,
  "spin_multiplicity": 2,
  "species": ["Pd", "Br", "C", "C", "C", "Br", "C", "C", "C", "C", "N", "C", "C", "O", "H", "H", "H", "H", "S", "Sb", "S", "S"],
  "coordinates": [[1.54301, 1.76182, -0.44965], [2.42741, -3.15377, -1.91752], [0.99944, -2.40617, -0.92658], [-0.01758, -3.25139, -0.48349], [-1.08138, -2.77111, 0.23732], [-2.43729, -3.96916, 0.81096], [-1.16034, -1.39349, 0.54830], [-2.20585, -0.78216, 1.28104], [-2.18224, 0.56390, 1.52495], [-1.10326, 1.32858, 1.04177], [-0.12202, 0.78063, 0.36078], [-0.12341, -0.55829, 0.09637], [1.00762, -1.02925, -0.67417], [1.91590, -0.21804, -1.06570], [0.04922, -4.30360, -0.72292], [-3.01700, -1.40147, 1.63820], [-2.96812, 1.05689, 2.07812], [-1.04781, 2.39561, 1.21420], [2.25707, 6.12059, -2.61956], [2.82426, 4.77192, -0.85955], [3.46636, 2.59095, -1.40592], [0.97602, 3.86701, 0.29308]],
  "forces_ev_per_angstrom": [[0.0690, -0.2514, 0.0697], [-0.0099, 0.0466, 0.0152], [0.1063, 0.0941, -0.0634], [-0.1573, -0.0029, 0.0914], [0.1833, 0.0684, -0.0931], [-0.0190, -0.0388, 0.0038], [-0.2094, -0.1078, 0.1073], [0.0091, 0.0955, 0.0118], [0.1879, -0.1365, -0.1236], [0.0008, -0.2953, -0.0509], [-0.1073, 0.3013, 0.0281], [0.1672, 0.2610, -0.0503], [0.0189, -0.0133, 0.0241], [-0.0875, 0.0708, 0.0752], [-0.0434, -0.0167, 0.0226], [-0.0333, 0.0292, 0.0234], [-0.0444, -0.0336, 0.0220], [0.0593, 0.0176, -0.0352], [0.1289, -0.0752, 0.2326], [-0.0765, 0.4929, -0.3309], [0.0735, -0.3435, -0.1105], [-0.2162, -0.1624, 0.1309]]
}

***

Entry 2:
{
  "formula": "C9H50NO17Pd",
  "method": "ωB97M-V/def2-TZVPD",
  "charge": 2,
  "s_squared": 3.762,
  "spin_multiplicity": 4,
  "species": ["Pd", "C", "C", "C", "C", "C", "C", "N", "O", "C", "C", "C", "H", "H", "H", "H", "H", "H", "H", "H", "H", "H", "H", "H", "H", "H", "H", "H", "H", "H", "O", "H", "H", "O", "H", "H", "O", "H", "H", "O", "H", "H", "O", "H", "H", "O", "H", "H", "O", "H", "H", "O", "H", "H", "O", "H", "H", "O", "H", "H", "O", "H", "H", "O", "H", "H", "O", "H", "H", "O", "H", "H", "O", "H", "H", "O", "H", "H"],
  "coordinates": [[2.06435, -1.16878, -3.52064], [2.01192, 0.68280, 0.81027], [0.60919, 0.07395, 0.62765], [-0.38348, 0.90934, 1.48998], [-1.84062, 0.58301, 1.45635], [-2.31030, 0.59190, -0.06897], [-1.37037, -0.03653, -1.15267], [0.09207, 0.24346, -0.78267], [1.05946, 0.10436, -1.91028], [-1.87060, 0.58105, -2.43901], [-1.60326, -1.57783, -1.17469], [0.65434, -1.38007, 1.18763], [2.76075, -0.09118, 0.64203], [2.21204, 1.05377, 1.81547], [2.26146, 1.47840, 0.10823], [-0.30852, 1.97774, 1.28747], [0.00418, 0.78010, 2.50048], [-2.44885, 1.24066, 2.07736], [-1.97162, -0.45047, 1.77706], [-2.46312, 1.65895, -0.23065], [-3.24731, 0.04866, 0.05350], [-1.62600, 1.62471, -2.63658], [-2.92734, 0.41999, -2.65221], [-1.37375, 0.06489, -3.26048], [-0.90312, -2.33625, -1.52499], [-2.57311, -1.83601, -1.59989], [-1.71557, -1.76421, -0.10664], [1.10331, -2.01377, 0.42280], [-0.19507, -1.90476, 1.62501], [1.34375, -1.40618, 2.03150], [0.21767, 2.93897, -1.18188], [-0.43227, 2.23648, -1.19971], [1.00644, 2.52723, -0.82896], [-0.88036, 2.92102, 4.20742], [-0.08934, 3.40673, 3.97376], [-0.97512, 3.05601, 5.15032], [-4.77240, 0.78532, 4.67205], [-4.60968, 0.24410, 3.89950], [-5.29246, 0.22758, 5.25059], [5.73889, -1.37776, 2.04417], [5.21902, -0.60306, 2.25820], [5.40917, -2.05783, 2.63156], [-3.10987, -2.42356, -4.83842], [-3.22260, -1.95990, -4.00863], [-3.92617, -2.26755, -5.31332], [3.78256, 2.35941, -2.45206], [3.73417, 3.14883, -2.99125], [3.97224, 2.68183, -1.57098], [3.42669, 3.32134, 3.14497], [2.53651, 3.64894, 3.01652], [3.47407, 3.11495, 4.07846], [1.72220, -0.15383, 4.49927], [0.93310, 0.38266, 4.57503], [1.50803, -0.96267, 4.96417], [4.07803, 0.58952, 3.39791], [4.00904, 1.51084, 3.64821], [3.27332, 0.19016, 3.72833], [0.50722, -0.39621, -4.84440], [-0.06838, -0.57991, -5.58681], [0.46473, 0.55402, -4.73716], [0.98660, -3.09146, -3.28794], [0.69240, -3.61103, -4.03609], [0.86865, -3.66877, -2.53359], [1.23121, -4.44429, -0.89665], [0.40678, -4.59447, -0.43407], [1.86072, -4.24021, -0.20504], [-2.14693, 1.28701, -5.60462], [-2.50468, 1.62488, -6.42564], [-2.90589, 1.20761, -5.02679], [-1.16053, -0.31816, 5.11474], [-1.39402, 0.04298, 4.25958], [-1.94805, -0.20381, 5.64668], [-2.51696, -4.14947, 0.54506], [-2.09422, -3.76261, -0.22166], [-1.83135, -4.67481, 0.95762], [0.24800, 2.33016, -4.94168], [-0.63930, 1.97653, -5.00395], [0.16834, 3.07456, -4.34522]],
  "forces_ev_per_angstrom": [[-1.8799, 0.3003, 0.5708], [0.4457, -0.4679, -0.8495], [-0.8552, 1.2551, 1.2608], [0.5703, 0.7370, 0.8718], [0.3573, -1.7620, -2.0520], [0.5817, 0.4290, 2.7709], [-0.8794, -0.1082, 0.7937], [1.5311, -2.2069, -3.9938], [-1.8908, -0.0153, 3.8587], [1.5676, -0.2510, -2.0161], [-0.4217, 0.0037, 1.6315], [0.6967, -0.5490, -0.5933], [0.1040, 0.0041, -0.0548], [-0.4117, -0.1181, 0.0087], [-0.2131, 0.0601, -0.0075], [0.4684, 0.0843, -0.2546], [0.0700, 0.0736, 0.1004], [0.0872, 0.0702, -0.2014], [-0.1978, -0.0738, 0.4605], [-0.2809, -0.1212, -0.7403], [-0.1828, 0.1543, -1.1639], [-0.1497, 0.1673, 0.5482], [-0.0906, 0.0003, 0.8208], [0.1096, -0.1302, -0.1987], [0.5807, 0.8328, -0.4845], [-0.0542, 0.4111, -0.1827], [-0.0830, -0.5581, 0.0185], [-0.0210, -0.1809, -0.0403], [-0.6977, 0.6026, -0.6022], [0.3033, 0.5534, -0.1020], [-0.1999, 0.5086, -0.1210], [-0.1146, 0.1594, -0.0163], [0.3212, 0.0456, -0.0623], [0.0567, -0.4123, -0.3820], [0.1087, 0.2652, -0.0260], [-0.1575, 0.0423, 0.3448], [0.4039, 0.1806, -0.0176], [-0.0993, -0.1487, -0.2010], [-0.2478, -0.1066, 0.2267], [0.0597, -0.3768, -0.6073], [-0.1574, 0.5122, 0.4129], [0.0765, -0.1228, 0.2284], [0.4729, 0.0698, 0.0621], [-0.1162, 0.0406, 0.2044], [-0.2884, -0.0893, -0.2446], [-0.3327, -0.4738, -0.0290], [0.0365, 0.2445, -0.2244], [0.2460, 0.0898, 0.2446], [0.0253, -0.0516, -0.2337], [-0.1816, 0.2310, -0.0511], [0.0135, 0.4293, 0.5105], [0.0992, -0.0765, -0.4112], [-0.3957, 0.1599, 0.3235], [-0.1063, -0.2135, 0.2988], [0.5728, -0.2480, -0.4223], [0.2073, -0.0377, -0.3543], [-0.3880, -0.1983, 0.4180], [0.5623, -0.8585, 0.4459], [-0.1183, -0.6434, -0.4611], [0.2689, 1.6353, 0.1869], [0.1456, 0.8635, -0.8463], [-0.0576, -0.0033, -0.6492], [0.5695, -0.3817, 1.3856], [-0.3347, 0.2697, -0.4548], [-0.2438, -0.2973, 0.1958], [0.4319, -0.0269, 0.1591], [0.1164, -0.3069, 0.2135], [-0.0190, 0.1984, -0.4380], [-0.2687, -0.0516, 0.1418], [0.4670, -0.2028, -0.1545], [-0.2396, 0.2259, -0.1648], [-0.2873, 0.0836, 0.2538], [0.0058, 0.2097, 0.0260], [-0.0739, -0.0119, -0.2366], [0.0167, -0.3493, 0.3150], [0.7434, -0.4998, 0.2012], [-1.0159, 0.2372, -0.4643], [0.2529, 0.2905, 0.2967]]
}

***

Entry 3:
{
  "formula": "C9H57BNO21P",
  "method": "ωB97M-V/def2-TZVPD",
  "spin_multiplicity": 1,
  "species": ["C", "O", "C", "C", "C", "C", "P", "C", "C", "C", "N", "O", "C", "B", "O", "O", "H", "H", "H", "H", "H", "H", "H", "H", "H", "H", "H", "H", "H", "H", "H", "H", "H", "H", "H", "H", "H", "H", "H", "O", "H", "H", "O", "H", "H", "O", "H", "H", "O", "H", "H", "O", "H", "H", "O", "H", "H", "O", "H", "H", "O", "H", "H", "O", "H", "H", "O", "H", "H", "O", "H", "H", "O", "H", "H", "O", "H", "H", "O", "H", "H", "O", "H", "H", "O", "H", "H", "O", "H", "H"],
  "coordinates": [[0.82472, -2.68491, 0.47037], [0.65982, -2.93615, -0.91738], [-0.60677, -2.58840, -1.48161], [-0.61382, -1.17187, -2.05886], [-0.87447, -0.03120, -1.04885], [-1.98810, 0.93114, -1.49842], [-2.13271, 2.44980, -0.33352], [-2.09585, 3.87130, 0.94336], [-0.64934, 4.37369, 1.10586], [-0.14950, 4.38832, 2.54881], [1.25464, 4.32542, 2.73224], [-0.89109, 4.44388, 3.50578], [-3.99536, 2.41840, -0.35562], [-4.50874, 1.46926, 0.79459], [-4.93909, 2.01572, 1.99776], [-4.46551, 0.07814, 0.64626], [-0.09440, -2.29044, 0.92695], [1.08462, -3.62694, 0.98275], [1.65859, -1.98162, 0.63927], [-0.75531, -3.26618, -2.32937], [-1.43224, -2.74951, -0.76693], [-1.35788, -1.14412, -2.87182], [0.38062, -1.06230, -2.52672], [-1.20212, -0.47191, -0.08801], [0.05236, 0.54153, -0.85817], [-1.81208, 1.27431, -2.53227], [-2.93685, 0.37578, -1.44239], [-1.34213, 1.72995, 0.61934], [-1.39711, 3.23217, -1.27439], [-2.42310, 3.42728, 1.89717], [-2.77729, 4.68872, 0.67477], [0.05764, 3.76521, 0.50736], [-0.57243, 5.39914, 0.70850], [1.73444, 4.46730, 1.84787], [1.54668, 3.43414, 3.12374], [-4.37772, 3.43964, -0.22598], [-4.32409, 2.03140, -1.33130], [-5.68192, 1.49491, 2.35053], [-5.28676, -0.27906, 0.27591], [0.80421, -4.18800, -3.97855], [1.05774, -4.87125, -4.60654], [1.61444, -3.96708, -3.47857], [1.23228, -1.53360, -5.06947], [2.15891, -1.76835, -5.20730], [0.82565, -2.34180, -4.72774], [4.08344, 3.33511, 3.39373], [3.86155, 4.19634, 3.02803], [3.88639, 3.40102, 4.33583], [2.93920, -2.83656, -2.76136], [3.82888, -2.84718, -2.38903], [2.40801, -2.42865, -2.06569], [-1.33174, 0.50006, 2.92382], [-1.48927, 1.29820, 3.44400], [-2.16996, 0.33852, 2.47197], [-6.80164, 0.20227, -1.08262], [-7.29095, -0.48991, -1.53899], [-7.25970, 1.02059, -1.29972], [5.99136, -2.57523, -3.69256], [5.97994, -3.53408, -3.59783], [5.64195, -2.40502, -4.57621], [-2.10079, -4.77205, -3.39083], [-1.13346, -4.79200, -3.42632], [-2.37884, -5.67015, -3.19086], [4.10675, -1.16381, -0.68798], [4.52298, -0.39938, -1.10023], [3.39920, -0.76082, -0.17023], [3.62620, 1.51552, 0.43764], [4.51184, 1.49163, 0.82017], [3.09333, 1.93386, 1.12687], [-6.75102, 0.03562, 3.88059], [-7.41861, -0.35240, 4.45665], [-5.91772, -0.09123, 4.34689], [-8.81090, 2.18198, 3.76928], [-7.93936, 1.79957, 3.60661], [-8.84034, 2.33377, 4.71847], [-2.18064, -1.62151, 5.08439], [-1.68931, -1.01179, 4.51836], [-2.95220, -1.12284, 5.36637], [8.64293, -1.55352, -2.67241], [8.63384, -0.98110, -1.89943], [7.71533, -1.66142, -2.91417], [6.86619, -2.84726, -0.57840], [6.78751, -3.79481, -0.43439], [6.56146, -2.70351, -1.48108], [4.40987, 1.87329, 5.96077], [5.36366, 1.75497, 5.91398], [4.07939, 1.08476, 6.40150], [4.18275, -1.27950, -4.69557], [4.10560, -0.33974, -4.88956], [3.96333, -1.37347, -3.75986]],
  "forces_ev_per_angstrom": [[0.0923, -0.1761, 0.2155], [-0.0670, 0.0759, 0.2998], [-0.1521, 0.1622, -0.6303], [0.2929, -0.0589, 0.0879], [-0.2042, 0.1420, -0.0887], [-0.0265, -0.3316, 0.2120], [0.0275, -0.2542, -0.2927], [0.2768, 0.1525, 0.1373], [-0.1763, 0.1870, -0.1022], [-0.2546, 0.0342, 0.3629], [-0.1896, -0.0048, -0.6460], [0.3416, -0.3920, -0.4237], [-0.0878, 0.3526, -0.0879], [-0.0782, -0.2763, 0.2394], [-0.4675, -0.1566, -0.7240], [-0.3296, 0.5018, 0.2036], [0.2918, -0.0108, -0.1178], [-0.0938, 0.2710, -0.1830], [-0.3770, -0.1036, -0.0432], [0.0830, 0.1516, 0.5479], [0.3098, 0.0033, -0.0645], [0.2159, 0.0290, 0.2619], [-0.4557, 0.1691, -0.0787], [0.2655, 0.2423, -0.2216], [-0.2350, -0.2487, 0.0495], [-0.1524, -0.0808, 0.2494], [0.2492, 0.0962, -0.2842], [0.0186, -0.0168, 0.0092], [0.0043, 0.1108, 0.0926], [-0.1303, 0.2766, -0.2540], [0.1555, -0.1495, 0.1494], [-0.2266, 0.1465, 0.1708], [0.1193, -0.2361, 0.1302], [-0.0403, -0.2436, 0.0830], [0.0346, 0.3094, 0.3464], [0.1633, -0.2960, 0.0792], [0.1666, 0.0014, 0.3296], [0.5905, -0.0878, 0.2442], [0.2120, 0.0106, -0.1392], [-0.0222, -0.2348, 0.0952], [0.0482, 0.0591, -0.0482], [-0.0696, 0.0046, -0.0065], [-0.0842, 0.1101, -0.1418], [-0.0158, 0.0572, 0.1476], [0.0633, -0.0146, -0.0817], [-0.0718, -0.0223, -0.2461], [0.0492, 0.1113, 0.1219], [0.0603, -0.2097, 0.0751], [0.2443, -0.0881, -0.0979], [-0.0178, -0.0907, 0.1626], [-0.2816, -0.1014, 0.2069], [-0.1500, -0.0496, 0.2837], [0.0351, 0.0600, -0.0821], [0.0382, -0.0332, -0.0611], [-0.0613, -0.0508, -0.0057], [0.0202, 0.0118, 0.0049], [0.0131, -0.0071, 0.0331], [0.5825, -0.8954, 0.6604], [0.2300, -0.0310, -0.0861], [-0.1985, 0.3782, 0.0752], [-0.0579, -0.1050, -0.0715], [-0.0092, -0.0321, -0.0917], [0.0582, 0.0032, 0.0032], [-0.1047, -0.0129, -0.1491], [0.0305, -0.0111, 0.0512], [0.0808, 0.1151, 0.0519], [-0.0441, 0.0890, 0.1532], [-0.0780, 0.0081, 0.0444], [0.1157, -0.0923, -0.0583], [0.1381, 0.1035, 0.0477], [-0.0636, -0.0006, -0.1025], [0.0062, -0.0229, -0.0598], [-0.0092, -0.0176, -0.0310], [-0.0650, -0.0437, 0.1071], [0.0231, 0.0588, -0.0317], [-0.0119, 0.0066, 0.0236], [0.0061, 0.0423, -0.1382], [0.0482, -0.0034, 0.0329], [0.0552, 0.2191, -0.0922], [0.0204, -0.1244, 0.0503], [0.0241, -0.0707, -0.2037], [-0.0734, -0.0769, 0.0679], [0.0217, 0.0290, 0.0199], [0.0029, 0.0017, 0.0706], [0.0088, 0.0618, 0.0313], [-0.0168, -0.0068, -0.0324], [-0.0251, 0.0274, -0.0148], [-0.3181, 0.7552, -0.6611], [-0.0561, -0.0147, -0.0899], [-0.2848, -0.1512, -0.0564]]
}

***

Entry 4:
{
  "formula": "C9H5F4NNiO6",
  "method": "ωB97M-V/def2-TZVPD",
  "charge": 2,
  "s_squared": 2.007,
  "spin_multiplicity": 3,
  "species": ["O", "C", "F", "N", "C", "O", "C", "C", "C", "C", "O", "C", "F", "F", "F", "C", "O", "O", "C", "O", "H", "H", "H", "H", "H", "Ni"],
  "coordinates": [[-2.80105, -0.72061, 1.26556], [-2.73194, 0.44583, 1.40249], [-3.68467, 1.30494, 1.17299], [-1.51733, 1.11047, 1.81419], [-0.72543, 1.55595, 0.76240], [-1.13413, 2.16162, -0.19404], [0.71231, 1.12472, 0.77770], [1.17093, -0.05931, 0.33748], [0.46089, -1.26384, -0.16908], [-0.46422, -0.98687, -1.45656], [0.09030, -0.10169, -2.29338], [-0.44909, -2.48602, -2.25118], [-0.55767, -3.41592, -1.35239], [-1.50232, -2.43230, -3.01144], [0.65250, -2.57684, -2.91682], [2.66685, -0.01014, 0.40669], [3.46095, -0.82518, 0.14857], [3.01966, 1.27805, 0.89325], [1.89632, 1.96737, 1.11848], [1.94143, 3.14462, 1.44735], [-1.00868, 0.50464, 2.45413], [1.20831, -2.02362, -0.41954], [-0.26512, -1.66143, 0.55237], [-1.49831, -0.72899, -1.21482], [-0.47438, 0.68309, -2.46427], [1.53391, 4.01146, 3.18987]],
  "forces_ev_per_angstrom": [[-0.1187, -0.3238, -0.0515], [-0.0803, 0.8114, 0.0901], [0.0990, -0.1727, -0.0036], [0.5359, -0.5381, -0.1800], [-0.3039, 0.2634, 0.0296], [0.0086, -0.2489, -0.1618], [0.2023, -0.4511, 0.2803], [-0.3488, 0.7349, 0.1181], [0.1737, -0.4543, -0.3878], [0.0962, 1.2893, 0.4420], [0.0931, -0.0594, 0.3127], [-0.3146, -0.3827, -0.1673], [-0.0819, -0.1220, 0.3163], [-0.1633, 0.1167, -0.2238], [0.3922, 0.0562, -0.1525], [-0.0113, 0.2407, 0.0875], [0.2164, -0.2891, -0.1459], [-0.5547, 0.0604, 0.1103], [0.6893, 0.5416, -0.5915], [-0.3936, -0.8551, 0.5911], [-0.1479, 0.0384, -0.0179], [-0.1385, 0.0651, 0.1837], [0.1168, -0.0306, -0.0738], [0.0128, -0.3679, 0.0641], [-0.0911, -0.1722, -0.2386], [0.1122, 0.2497, -0.2301]]
}

***

What largest force on an atom values result from the calculations? In sequence: 0.012, 0.094, 0.024, 0.027 Eh/bohr.
What DFT total energy values result from the calculations? In sequence: -195548.3021, -49900.4636, -64711.8218, -75080.3668 eV.